A cluster of 2 separate species, C2H11N3O in total, computed with ωB97M-V with the def2-TZVPD basis set.

Computed properties:
Structure (SMILES): NCN.NCO
Orbital gap in eV: 9.56
Total charge: 0

Geometry (Å):
O (-0.139169, 2.081928, -0.716938)
N (1.294772, -1.020193, -1.138184)
N (-2.400851, 1.735278, -0.241443)
N (2.066414, -1.951245, 0.954595)
C (0.993457, -1.352620, 0.305142)
C (-1.083701, 1.629871, 0.314529)
H (0.061819, -1.900165, 0.462040)
H (-0.848148, 0.644711, 0.661289)
H (-3.064657, 1.166250, 0.147559)
H (2.311728, -2.900156, 0.555270)
H (-2.854146, 2.563854, -0.508579)
H (0.494447, -1.354508, -1.752117)
H (1.950442, -2.156017, 2.079841)
H (0.739647, -0.330565, 0.571712)
H (-0.686765, 2.503459, -1.392977)
H (2.184602, -1.630170, -1.489026)
H (-1.019891, 2.270289, 1.187289)

Cartesian forces (eV/Å) of the 2 atoms listed first:
-0.6 -0.5 1.3
1.5 -3.4 -1.7